{"formula": "C5H8Cl2N3", "method": "ωB97M-V/def2-TZVPD", "elements": ["C", "C", "C", "C", "C", "N", "N", "N", "Cl", "Cl", "H", "H", "H", "H", "H", "H", "H", "H"], "coordinates": [[-0.0448, 0.0957, -1.5801], [1.7923, -1.0541, 0.0880], [0.4925, -1.2653, 0.6384], [-0.3417, 0.3245, -0.1171], [0.2205, 1.5493, 0.5254], [1.0905, -0.3314, -1.9420], [1.9601, -0.5647, -1.0521], [-1.8290, 0.2313, 0.1352], [3.1045, -1.4600, 1.1144], [-0.6150, -2.5951, 0.1070], [-0.9351, 0.2327, -2.3483], [0.5746, -1.1844, 1.7704], [0.3500, 2.2434, -0.1870], [1.1668, 1.2499, 0.9287], [-0.3918, 1.9129, 1.3578], [-2.0395, 0.9261, 0.9024], [-2.1584, -0.6616, 0.5023], [-2.3966, 0.3508, -0.8432]], "energy_ha": -1279.57361, "homo_ev": -13.409, "orbital_gap_ev": 8.632, "lumo_energy_ev": -4.777, "de_lowest_kj_mol": 380.1, "total_charge": 1}